Entry A
This record from the Open Molecules 2025 dataset describes 2 unconnected molecules or ions with the total composition C4H14N4. The level of theory is wB97M-V/def2-TZVPD.

Element x y z (Å)
C  1.08802  -1.09809  -1.28213
C  0.76806  -0.71833  0.15261
N  1.61024  0.04561  0.84757
C  2.58789  0.86720  0.17869
H  1.23674  -0.20907  -1.89569
H  1.98556  -1.70690  -1.38232
H  0.26790  -1.65734  -1.73368
H  0.42629  -1.55713  0.75910
H  2.13577  1.60377  -0.50040
H  3.29311  0.30184  -0.44721
H  3.23451  1.34982  0.91505
C  -0.90131  1.32466  1.19882
N  -1.35629  -0.02781  0.27101
N  -1.53771  0.01504  -1.12804
N  -2.38926  -0.78752  0.90659
H  -0.59820  0.97465  2.18537
H  -1.88585  1.77034  1.35071
H  -0.23921  1.98807  0.65854
H  -2.38117  0.49967  -1.41842
H  -1.73878  -0.93594  -1.45391
H  -3.23489  -0.24013  1.02326
H  -2.37143  -1.80241  0.79447

- HOMO-LUMO gap (eV) = 8.66
- multiplicity = 1
- E_LUMO (eV) = 0.83
- SMILES = C/C=N\C.CN(N)N
- charge = 0

***

Entry B
This record from the Open Molecules 2025 dataset describes 2 unconnected molecules or ions with the total composition C4H14N4. The level of theory is wB97M-V/def2-TZVPD.

Element x y z (Å)
C  -2.22131  1.89290  -1.00416
N  -0.97408  1.16776  -0.89115
N  -0.63122  0.59740  -1.97032
N  0.40405  -0.19522  -1.94011
C  1.82285  -0.05868  -0.87658
H  -2.95656  1.46073  -0.32531
H  -2.06069  2.92943  -0.69345
H  -2.61086  1.87248  -2.02702
H  0.65716  -0.46668  -2.88574
H  1.71399  0.95877  -0.51474
H  2.50273  -0.08369  -1.72390
H  2.25021  -0.79402  -0.19913
C  0.77334  -0.12653  2.24323
N  0.30221  -0.56212  0.94746
C  -0.23806  -1.90606  0.90988
H  1.61034  -0.75690  2.56042
H  1.11270  0.90685  2.17647
H  -0.00640  -0.18116  3.01675
H  -0.33952  0.11924  0.51222
H  -0.49648  -2.14028  -0.12182
H  0.51382  -2.61805  1.26112
H  -1.12823  -2.01617  1.54589

- HOMO-LUMO gap (eV) = 8.84
- multiplicity = 1
- E_LUMO (eV) = 0.94
- SMILES = C/N=N/NC.CNC
- charge = 0

***

Energy above the most stable structure, in hartree: entry A 0.0382; entry B 0.0000

***

Entry A
This record from the Open Molecules 2025 dataset describes a molecular structure, C4H30BO23. The level of theory is wB97M-V/def2-TZVPD.

Element x y z (Å)
O  2.84753  0.02697  -2.64736
C  1.78153  0.64697  -2.34936
O  1.44853  0.74597  -1.19236
B  0.03053  1.03997  -1.14836
O  -0.37447  1.00897  -2.53436
C  0.67453  0.83197  -3.16436
O  0.64553  0.52697  -4.35136
O  -0.29147  2.28997  -0.50436
C  -1.00147  2.01297  0.48664
O  -1.26647  2.90097  1.27264
C  -1.30647  0.62797  0.51064
O  -0.63247  0.03597  -0.36236
O  -1.97347  0.00897  1.33864
O  0.36453  -0.40003  2.94264
H  1.12053  -0.76503  3.36464
H  0.30753  0.50697  3.10064
O  -2.76447  -1.61103  -1.99236
H  -3.21247  -1.01903  -1.41836
H  -2.21047  -1.08403  -2.53336
O  -2.99347  1.73797  3.25164
H  -2.43447  2.42597  2.82264
H  -3.43047  2.17797  3.98664
O  2.89253  -2.14403  -4.11236
H  2.91853  -1.16503  -4.12336
H  3.87453  -2.37403  -4.07136
O  -0.63247  -2.46003  1.10064
H  -1.14847  -1.66503  0.98464
H  -0.89847  -2.87103  0.21564
O  1.75453  -1.57503  0.37664
H  1.00253  -1.68503  0.97264
H  1.35853  -1.67803  -0.50436
O  -5.22747  0.62497  2.00864
H  -4.96147  0.22897  1.21264
H  -4.45247  1.13797  2.21764
O  3.10453  0.95197  1.07164
H  2.67553  0.15497  0.93564
H  3.42153  0.88197  1.99264
O  -0.85447  -1.71403  -3.85436
H  -0.15347  -2.09403  -3.33936
H  -0.34847  -1.04103  -4.33536
O  5.52953  0.38097  -2.90336
H  4.56053  0.39797  -2.76936
H  6.04653  0.60697  -2.12336
O  3.86553  -2.12203  -1.19136
H  3.54653  -1.58603  -1.92736
H  3.32953  -1.84003  -0.45936
O  -3.41947  -1.64703  3.13964
H  -2.66647  -2.25303  3.27564
H  -3.10047  -1.00603  2.50664
O  1.45453  3.11897  1.58964
H  0.65753  3.43597  1.19964
H  1.98353  2.49497  1.03864
O  -4.34747  -0.73903  -0.13036
H  -4.26847  -1.64703  0.24064
H  -5.03347  -0.93703  -0.80036
O  0.33553  2.33997  3.91264
H  1.02853  1.98297  4.50064
H  0.84353  2.82997  3.27364

- HOMO-LUMO gap (eV) = 9.31
- multiplicity = 1
- E_LUMO (eV) = 1.52
- charge = -1

***

Entry B
This record from the Open Molecules 2025 dataset describes 16 unconnected molecules or ions with the total composition C4H30BO23. The level of theory is wB97M-V/def2-TZVPD.

Element x y z (Å)
O  -33.97467  8.43544  -17.14423
C  -32.99236  8.19626  -16.49654
O  -32.12705  8.99896  -15.87609
B  -31.20876  8.21086  -14.98136
O  -31.72889  6.85240  -15.19447
C  -32.74269  6.82176  -15.94983
O  -33.55359  5.86756  -16.27658
O  -31.25562  8.62870  -13.55439
C  -30.07921  8.41062  -13.00013
O  -29.81843  8.48757  -11.76267
C  -29.09362  8.20969  -14.17810
O  -29.78008  8.27024  -15.33062
O  -27.94240  7.91040  -13.95127
O  -26.90812  8.37752  -16.72971
H  -27.76519  8.67338  -17.03650
H  -26.94838  8.47136  -15.77797
O  -31.84433  3.31429  -14.48537
H  -32.79034  3.32215  -14.63108
H  -31.67029  4.11799  -13.99546
O  -36.80224  9.54064  -16.23683
H  -36.01331  10.08192  -16.20800
H  -37.49606  10.14192  -16.50762
O  -30.14876  5.48659  -11.03200
H  -30.18560  6.44254  -10.99995
H  -30.80860  5.24262  -11.68110
O  -34.70311  11.09261  -15.79569
H  -34.38601  11.51868  -14.99936
H  -33.92832  10.67048  -16.16682
O  -32.55780  5.07574  -12.57450
H  -33.38537  4.68665  -12.29171
H  -32.80102  5.93742  -12.91301
O  -35.47792  10.81282  -19.33038
H  -34.98092  10.10352  -18.92281
H  -35.50406  10.58444  -20.25957
O  -33.54444  4.91089  -18.85978
H  -33.60375  5.11256  -17.92595
H  -32.75365  5.36337  -19.15328
O  -30.58816  11.67664  -12.87819
H  -31.46077  11.56213  -13.25456
H  -30.69468  11.45440  -11.95326
O  -24.56391  7.62297  -13.35383
H  -25.45491  7.64276  -13.00459
H  -24.02626  7.31867  -12.62270
O  -32.83706  8.24084  -20.40825
H  -32.60350  7.94002  -19.53008
H  -33.77806  8.40991  -20.36165
O  -26.55551  8.77292  -11.44283
H  -26.42354  9.32756  -10.67394
H  -27.47570  8.51342  -11.39645
O  -36.71367  6.80453  -16.18546
H  -36.78767  7.70954  -16.48830
H  -35.83055  6.53756  -16.44052
O  -31.26686  6.30588  -18.81502
H  -30.68746  5.54397  -18.81940
H  -30.89858  6.88359  -18.14655
O  -31.51828  10.80001  -10.40959
H  -31.55717  9.87576  -10.16364
H  -32.43439  11.06733  -10.48385

- HOMO-LUMO gap (eV) = 9.68
- multiplicity = 1
- E_LUMO (eV) = 1.62
- charge = -1

***

Energy above the most stable structure, in hartree: entry A 0.0518; entry B 0.0000

***

Entry A
This record from the Open Molecules 2025 dataset describes a gas-phase ion, CH6N3S2 (charge +1). The level of theory is wB97M-V/def2-TZVPD.

Element x y z (Å)
C  0.97498  0.66693  -0.19913
N  0.90308  1.92874  -0.09692
N  -0.35363  -0.18715  -0.36233
N  0.05943  -1.49261  -0.20398
S  2.43196  -0.06580  -0.02517
S  -1.95245  0.38809  -0.26903
H  -0.03434  2.40767  -0.08633
H  1.80471  2.36052  0.14168
H  2.07651  -1.35726  -0.40728
H  0.05205  -1.98041  0.75033
H  -0.18838  -2.24454  -0.84864
H  -2.05747  0.99324  0.94154

- HOMO-LUMO gap (eV) = 9.90
- multiplicity = 1
- E_LUMO (eV) = -4.06
- charge = +1

***

Entry B
This record from the Open Molecules 2025 dataset describes 2 unconnected molecules or ions with the total composition CH6N3S2. The level of theory is wB97M-V/def2-TZVPD.

Element x y z (Å)
C  0.27397  0.11877  0.06546
N  0.76388  1.23586  0.50347
N  0.85903  -1.01376  0.10147
N  -1.98745  0.17556  -0.51681
S  2.73319  -0.90514  0.28169
S  -2.96968  -0.90778  0.06183
H  1.72582  1.31879  0.75962
H  0.01801  1.95060  0.70415
H  0.77786  -1.93953  -0.29575
H  -1.88080  0.25731  -1.47566
H  2.72059  -2.28802  0.50642
H  -3.39231  -0.08386  1.19144

- HOMO-LUMO gap (spin up / spin down) (eV) = 8.05 / 7.23
- multiplicity = 1
- E_LUMO (spin up / spin down) (eV) = -5.42 / -5.86
- charge = +1

***

Energy above the most stable structure, in hartree: entry A 0.0000; entry B 0.0788

***

Entry A
This record from the Open Molecules 2025 dataset describes 3 unconnected molecules or ions with the total composition C4H17N2O2. The level of theory is wB97M-V/def2-TZVPD.

Element x y z (Å)
C  1.64675  -0.67520  -1.66673
C  1.82935  -1.05640  -0.20900
C  0.58388  -1.32444  0.64273
C  -1.57421  -0.33713  1.39913
N  -0.19349  -0.13304  0.96951
N  0.83933  0.57002  -1.78035
H  0.96789  -1.38473  -2.13284
H  2.63806  -0.61075  -2.14603
H  2.35856  -1.99182  -0.06446
H  2.40263  -0.21745  0.20807
H  0.81685  -1.97155  1.50330
H  -0.04819  -2.00601  0.04782
H  -2.28414  -0.77068  0.69729
H  -1.82123  0.63484  1.85357
H  -1.70262  -0.99968  2.26673
H  0.37885  0.44829  1.64152
H  -0.19658  0.44642  0.09322
H  1.38573  1.40841  -1.92226
H  0.12683  0.57039  -2.49538
H  0.17862  1.55023  3.74885
H  1.60056  1.75577  2.99698
O  0.76104  1.28797  3.03585
H  -2.94671  1.85619  -2.47635
H  -3.96322  0.95495  -3.11274
O  -3.19752  0.91100  -2.55027

- HOMO-LUMO gap (eV) = 10.57
- multiplicity = 1
- E_LUMO (eV) = -2.70
- charge = +1

***

Entry B
This record from the Open Molecules 2025 dataset describes 3 unconnected molecules or ions with the total composition C4H17N2O2. The level of theory is wB97M-V/def2-TZVPD.

Element x y z (Å)
C  1.52325  -0.47705  -1.50856
C  1.91077  -0.99914  -0.12393
C  0.69251  -1.49150  0.73835
C  -1.74621  -1.23293  1.11353
N  -0.41357  -0.54990  0.89791
N  0.31643  0.39077  -1.42475
H  1.17309  -1.37144  -2.00869
H  2.39550  0.03241  -1.91974
H  2.77888  -1.63996  0.01364
H  2.17742  -0.08033  0.41055
H  1.19710  -1.88601  1.61751
H  0.35260  -2.43003  0.28055
H  -1.85188  -1.94304  0.29874
H  -2.52588  -0.48110  1.01447
H  -1.75941  -1.67541  2.10907
H  -0.25302  0.09177  1.67029
H  -0.27400  0.08323  -0.47990
H  0.55645  1.38943  -1.37459
H  -0.26387  0.28908  -2.25652
H  1.31807  2.76969  2.57826
H  0.23846  2.33325  3.60833
O  0.81834  2.01616  2.91395
H  -3.10899  2.15421  -2.75768
H  -2.88411  0.66541  -2.39652
O  -2.43753  1.46321  -2.66931

- HOMO-LUMO gap (eV) = 10.84
- multiplicity = 1
- E_LUMO (eV) = -2.74
- charge = +1

***

Energy above the most stable structure, in hartree: entry A 0.0000; entry B 0.0064

***

Entry A
This record from the Open Molecules 2025 dataset describes a gas-phase ion, C5H13N (charge +1). The level of theory is wB97M-V/def2-TZVPD.

Element x y z (Å)
C  1.38301  -0.30281  -1.29860
C  2.53774  0.42299  -0.72808
C  0.29958  -0.31019  -0.14728
N  -0.94018  0.41329  -0.58168
C  -2.10347  -0.17560  0.22262
C  -1.89388  0.02728  1.70960
H  1.81148  -1.30773  -1.56817
H  1.03802  0.28672  -2.22632
H  3.30489  0.66489  -1.57937
H  2.27154  1.32484  -0.25350
H  3.15716  -0.09051  0.07605
H  0.10280  -1.41534  0.15763
H  0.78948  0.19679  0.74124
H  -1.02582  1.40165  -0.86157
H  -2.07187  -1.33912  -0.10562
H  -3.06216  0.13347  -0.13045
H  -2.85556  0.03055  2.39376
H  -1.40658  0.84508  2.11961
H  -1.33620  -0.80626  2.06014

- HOMO-LUMO gap (spin up / spin down) (eV) = 12.45 / 7.70
- multiplicity = 2
- E_LUMO (spin up / spin down) (eV) = -3.03 / -7.78
- charge = +1

***

Entry B
This record from the Open Molecules 2025 dataset describes 2 unconnected molecules or ions with the total composition C5H13N. The level of theory is wB97M-V/def2-TZVPD.

Element x y z (Å)
C  -0.10119  2.24930  4.37404
C  -0.11104  1.55453  3.09758
C  0.89366  0.66734  2.73259
H  0.09020  1.63584  5.26733
H  -1.07073  2.65916  4.65059
H  0.76770  2.91729  4.53084
H  -0.91130  1.82703  2.41692
H  0.93556  0.24893  1.73765
H  1.74972  0.48544  3.37171
C  -0.99758  -2.27725  -2.71629
C  0.24619  -1.68087  -3.37577
N  0.27325  -0.20342  -3.49657
H  -1.80385  -2.10821  -3.43962
H  -1.26083  -2.11172  -1.67221
H  -0.86275  -3.36859  -2.72014
H  0.32455  -2.16396  -4.34158
H  1.04153  -1.86861  -2.65350
H  -0.39180  0.22915  -2.85325
H  -0.11022  0.06329  -4.38572

- HOMO-LUMO gap (spin up / spin down) (eV) = 5.64 / 1.92
- multiplicity = 2
- E_LUMO (spin up / spin down) (eV) = -5.71 / -9.42
- charge = +1

***

Energy above the most stable structure, in hartree: entry A 0.0000; entry B 0.0335